#w
Below is the molecule C5H8O2, with properties calculated with ωB97M-V/def2-TZVPD.

Frontier orbital gap: 10.32 eV
Total charge: 0
SMILES: CC1[C@@H]2OCO[C@@H]12
Highest occupied orbital energy: -9.31 eV
LUMO: 1.007 eV

Last column: Mulliken charge in e.
Cartesian coordinates (Å):
C (2.3739, 0.0628, -0.3558)  -1.179
C (1.1349, -0.1489, 0.5156)  0.011
C (-0.2638, 0.5279, -0.0522)  0.164
O (-1.3775, 1.2371, 0.2648)  -0.419
C (-2.3837, 0.1425, -0.1437)  -0.174
O (-1.6137, -1.0547, -0.3802)  -0.382
C (-0.3660, -0.7656, 0.4114)  -0.150
H (3.0639, 0.9900, -0.0873)  0.273
H (2.0360, 0.2605, -1.3604)  0.305
H (2.9478, -0.7638, -0.3512)  0.384
H (1.2086, -0.2490, 1.5688)  0.376
H (-0.1137, 0.5405, -1.0806)  0.163
H (-2.7962, 0.2901, -1.2156)  0.245
H (-3.1307, -0.1216, 0.7249)  0.264
H (-0.7197, -0.9479, 1.5414)  0.119


#x
Below is the molecule C5H8O2, with properties calculated with ωB97M-V/def2-TZVPD.

Frontier orbital gap: 9.92 eV
Total charge: 0
SMILES: C[C@H]1O[C@H]2C[C@]21O
Highest occupied orbital energy: -9.14 eV
LUMO: 0.780 eV

Last column: Mulliken charge in e.
Cartesian coordinates (Å):
C (-1.8319, -0.2516, -0.0958)  -1.171
C (-0.7114, 0.7519, -0.0123)  0.354
O (-0.2609, 0.6180, 1.4545)  -0.491
C (1.0241, 0.2458, 1.0139)  -0.114
C (1.0527, -0.9912, 0.1489)  -0.865
C (0.6952, 0.3525, -0.4233)  0.287
O (1.4029, 1.0025, -1.4059)  -0.520
H (-1.6005, -0.4627, 0.9547)  0.340
H (-2.8424, 0.1427, -0.2277)  0.299
H (-1.6534, -1.1550, -0.6891)  0.252
H (-0.9639, 1.7964, -0.2134)  0.400
H (1.8913, 0.6099, 1.5441)  0.383
H (2.0631, -1.2954, -0.1110)  0.290
H (0.3380, -1.8058, 0.2505)  0.208
H (1.3970, 0.4420, -2.1882)  0.348


#y
Below is a 2-piece molecular cluster, C5H8O2 overall, with properties calculated with ωB97M-V/def2-TZVPD.

Frontier orbital gap: 9.44 eV
Total charge: 0
Highest occupied orbital energy: -8.90 eV
LUMO: 0.536 eV

Last column: Mulliken charge in e.
Cartesian coordinates (Å):
C (2.0237, -0.2212, 0.8297)  -1.325
C (0.9805, 0.7472, 0.3418)  0.087
O (0.6343, 0.6825, -1.0382)  -0.511
C (-0.3453, 0.3066, -0.1143)  0.941
C (-1.7261, 0.9063, 0.0983)  -0.335
O (-2.1278, -0.4565, 0.4343)  -0.193
C (-0.9789, -1.0561, 0.1226)  -0.623
H (2.0177, -0.2687, 1.9231)  0.314
H (1.8254, -1.2208, 0.4365)  0.372
H (3.0223, 0.0944, 0.5094)  0.345
H (1.0429, 1.7666, 0.7281)  0.396
H (-1.8918, 1.6002, 0.9269)  0.276
H (-2.2459, 1.2344, -0.8041)  0.234
H (-1.1748, -2.0123, -2.5651)  0.162
H (-1.0561, -2.1026, -1.8289)  -0.139


#z
Below is C5H8O2 as an isolated structure, with properties calculated with ωB97M-V/def2-TZVPD.

Frontier orbital gap: 10.48 eV
Total charge: 0
Highest occupied orbital energy: -9.58 eV
LUMO: 0.900 eV

Last column: Mulliken charge in e.
Cartesian coordinates (Å):
O (-1.9269, 0.2628, 1.0907)  -0.512
C (-1.2620, 0.2551, -0.1555)  -0.522
C (-0.1095, -0.7415, -0.0896)  -0.173
C (0.9076, -0.3415, 1.0258)  -0.524
C (1.3597, 0.6230, -0.0524)  0.394
O (1.3710, 1.8277, -0.0386)  -0.557
C (0.9298, -0.3245, -1.1696)  -0.610
H (-2.4366, 1.0767, 1.1576)  0.317
H (-1.9500, -0.0162, -0.9701)  0.321
H (-0.8112, 1.2421, -0.4103)  0.260
H (-0.4154, -1.7904, -0.0848)  0.451
H (0.5336, 0.0862, 1.9562)  0.289
H (1.6118, -1.1593, 1.2084)  0.273
H (0.5633, 0.1322, -2.0920)  0.288
H (1.6348, -1.1323, -1.3759)  0.302


Stability, highest: #z


#w
Below is the molecule C5H8O2, with properties calculated with ωB97M-V/def2-TZVPD.

Frontier orbital gap: 10.64 eV
Total charge: 0
SMILES: C[C@@H]1[C@H](O)[C@@H]2O[C@H]12
Highest occupied orbital energy: -9.66 eV
LUMO: 0.977 eV

Last column: Mulliken charge in e.
Cartesian coordinates (Å):
C (-0.0353, 1.4605, -0.9708)  -1.364
C (0.3999, 0.6735, 0.2648)  0.282
C (0.6787, -0.8474, -0.0238)  -0.219
O (0.7235, -1.3467, -1.3221)  -0.576
C (-0.5236, -1.2469, 0.7795)  -0.325
O (-1.6668, -0.4495, 0.5519)  -0.395
C (-0.6323, 0.1643, 1.2772)  -0.311
H (-0.3088, 2.4954, -0.7456)  0.384
H (-0.8800, 0.9950, -1.4874)  0.305
H (0.8013, 1.4857, -1.6828)  0.314
H (1.2250, 1.1964, 0.7563)  0.365
H (1.5946, -1.1172, 0.5179)  0.356
H (-0.1976, -1.2614, -1.6070)  0.383
H (-0.7110, -2.1380, 1.3709)  0.439
H (-0.4676, -0.0638, 2.3210)  0.362


#x
Below is a 2-piece molecular cluster, C5H8O2 overall, with properties calculated with ωB97M-V/def2-TZVPD.

Frontier orbital gap: 9.74 eV
Total charge: 0
SMILES: O=C1CC1.C=CO
Highest occupied orbital energy: -8.92 eV
LUMO: 0.826 eV

Last column: Mulliken charge in e.
Cartesian coordinates (Å):
O (-1.6718, -0.5829, -1.1249)  -0.566
C (-0.5044, -0.8323, -1.2882)  0.656
C (0.8017, -1.0608, -0.6755)  -0.453
C (0.5848, -1.1681, -2.2161)  -0.570
H (1.3390, -0.1938, -0.2958)  0.217
H (0.9542, -1.9746, -0.1059)  0.231
H (0.5883, -2.1602, -2.6630)  0.243
H (1.0171, -0.3906, -2.8422)  0.246
C (0.0824, 1.8346, 1.6745)  -0.747
C (-0.8956, 0.9917, 1.3578)  0.031
O (-0.9764, -0.2716, 1.8559)  -0.523
H (0.0804, 2.8345, 1.2566)  0.260
H (0.8770, 1.5532, 2.3582)  0.280
H (-1.6905, 1.2661, 0.6676)  0.315
H (-1.6368, -0.7469, 1.3348)  0.382


#y
Below is a 2-piece molecular cluster, C5H8O2 overall, with properties calculated with ωB97M-V/def2-TZVPD.

Frontier orbital gap: 9.82 eV
Total charge: 0
SMILES: C#CC(=O)CC.O
Highest occupied orbital energy: -10.47 eV
LUMO: -0.657 eV

Last column: Mulliken charge in e.
Cartesian coordinates (Å):
C (-1.1371, 1.6746, -0.5600)  -0.634
C (-0.8305, 0.4910, -0.4099)  -0.222
C (0.1158, -0.5488, -0.3880)  0.796
O (1.0006, -0.5850, -1.2823)  -0.505
C (-0.0055, -1.7290, 0.6752)  -0.438
C (0.8562, -2.9353, 0.1873)  -1.084
H (-1.7033, 2.4719, -1.0358)  0.448
H (-1.0411, -1.9059, 0.8217)  0.389
H (0.5244, -1.4396, 1.6044)  0.244
H (1.0394, -3.7861, 0.7942)  0.385
H (0.5219, -3.2282, -0.8117)  0.280
H (1.8927, -2.5818, 0.0535)  0.281
O (-0.2927, 3.4201, 1.2762)  -0.629
H (-1.1574, 3.2577, 0.8009)  0.345
H (0.2668, 2.8163, 0.7939)  0.345


Stability, highest: #x


#w
Below is the molecule C4H9NO2, with properties calculated with ωB97M-V/def2-TZVPD.

Frontier orbital gap: 10.85 eV
Total charge: 0
SMILES: C[C@@H](CO)/N=C/O
Highest occupied orbital energy: -9.84 eV
LUMO: 1.007 eV

Last column: Mulliken charge in e.
Cartesian coordinates (Å):
C (1.0029, -1.5579, -0.1363)  -1.416
C (0.0342, -0.4692, 0.3162)  0.553
C (0.7218, 0.5516, 1.2241)  -0.784
O (-0.1556, 1.5807, 1.6210)  -0.513
N (-0.4383, 0.2221, -0.8347)  -0.601
C (-1.6323, 0.5328, -1.1357)  0.077
O (-1.6425, 1.1758, -2.3025)  -0.554
H (0.4970, -2.2748, -0.7906)  0.349
H (1.4046, -2.0946, 0.7274)  0.383
H (1.8389, -1.1241, -0.6996)  0.336
H (-0.8105, -0.9031, 0.8631)  0.302
H (1.0516, 0.0477, 2.1359)  0.345
H (1.6121, 0.9563, 0.7141)  0.324
H (-0.3848, 2.0776, 0.8241)  0.308
H (-2.5753, 0.3533, -0.6098)  0.392
H (-0.6204, 1.0399, -2.3003)  0.500


#x
Below is C4H9NO2 as an isolated structure, with properties calculated with ωB97M-V/def2-TZVPD.

Frontier orbital gap (alpha / beta): 8.07 / 8.07 eV
Total charge: 0
Highest occupied orbital energy (alpha / beta): -8.15 / -8.15 eV
LUMO (alpha / beta): -0.081 / -0.080 eV

Last column: Mulliken charge in e.
Cartesian coordinates (Å):
C (1.0029, -0.1720, -0.9670)  -0.599
C (-0.5641, -1.0293, 1.6075)  -1.150
N (0.8575, 1.2649, -0.5427)  -0.265
C (-0.9591, -0.1856, 0.4067)  0.719
C (-0.4431, -0.4492, -0.8852)  -0.561
O (1.8214, 2.0886, -1.1363)  -0.437
O (-2.3099, 0.1582, 0.5264)  -0.550
H (2.6939, 1.6848, -0.9873)  0.319
H (-2.5413, 0.7620, -0.1893)  0.359
H (-0.1166, 0.8709, 0.4770)  0.301
H (1.3962, -0.2362, -1.9828)  0.388
H (1.6392, -0.7472, -0.2813)  0.210
H (-1.0471, -0.3004, -1.7711)  0.301
H (-0.6827, -0.4451, 2.5194)  0.317
H (0.4700, -1.3630, 1.5413)  0.293
H (-1.2172, -1.9013, 1.6646)  0.355


Stability, highest: #w


#w
Below is the molecule C4H9NO2, with properties calculated with ωB97M-V/def2-TZVPD.

Frontier orbital gap: 10.27 eV
Total charge: 0
SMILES: C[C@@H](O)CC(N)=O
Highest occupied orbital energy: -9.60 eV
LUMO: 0.674 eV

Last column: Mulliken charge in e.
Cartesian coordinates (Å):
C (-2.0746, -0.0575, -0.7363)  -1.303
C (-0.5787, 0.2201, -0.7792)  0.532
O (-0.3060, 1.4863, -0.1719)  -0.572
C (0.2009, -0.8360, -0.0052)  -0.799
C (1.7204, -0.7614, -0.0869)  0.399
N (2.2393, 0.4660, 0.2134)  -0.380
O (2.4046, -1.7397, -0.3274)  -0.625
H (-2.4237, -0.0192, 0.3013)  0.319
H (-2.3073, -1.0436, -1.1505)  0.355
H (-2.6274, 0.6929, -1.3131)  0.372
H (-0.2268, 0.2270, -1.8221)  0.259
H (-0.6846, 2.1754, -0.7313)  0.326
H (-0.0607, -0.7337, 1.0576)  0.362
H (-0.0920, -1.8364, -0.3313)  0.307
H (3.1380, 0.4892, 0.6627)  0.223
H (1.5963, 1.2307, 0.3614)  0.226


#x
Below is C4H9NO2 as an isolated structure, with properties calculated with ωB97M-V/def2-TZVPD.

Frontier orbital gap: 9.56 eV
Total charge: 0
Highest occupied orbital energy: -8.91 eV
LUMO: 0.647 eV

Last column: Mulliken charge in e.
Cartesian coordinates (Å):
C (1.1796, 0.0852, -0.4199)  0.011
C (0.3329, -0.8378, 0.4059)  -0.847
C (-1.1380, -0.8141, -0.0614)  -0.362
C (-1.8211, 0.4834, 0.2476)  -0.113
O (2.8693, -0.6179, -0.3616)  -0.675
O (1.0969, 1.3948, -0.1734)  -0.448
N (-2.3558, 1.1779, -0.6599)  -0.615
H (3.4863, 0.1077, -0.5237)  0.296
H (0.8686, 1.5670, 0.7569)  0.377
H (1.8337, -0.3258, -1.3219)  0.489
H (-2.7978, 2.0253, -0.3031)  0.255
H (0.7386, -1.8433, 0.3094)  0.260
H (0.3992, -0.5525, 1.4649)  0.321
H (-1.2059, -1.0035, -1.1331)  0.274
H (-1.6677, -1.6153, 0.4627)  0.343
H (-1.8187, 0.7688, 1.3107)  0.432


Stability, highest: #w


#w
Below is a 2-piece molecular cluster, C4H9NO2 overall, with properties calculated with ωB97M-V/def2-TZVPD.

Frontier orbital gap: 10.19 eV
Total charge: 0
SMILES: [H]/N=C/C.CC(=O)O
Highest occupied orbital energy: -9.38 eV
LUMO: 0.812 eV

Last column: Mulliken charge in e.
Cartesian coordinates (Å):
H (-0.5791, -1.6935, -2.1678)  0.182
N (-0.4905, -0.7789, -1.7385)  -0.546
C (-1.3612, 0.0202, -2.1712)  0.048
C (-1.3586, 1.4425, -1.7684)  -1.367
H (-2.0127, -0.2138, -2.9423)  0.457
H (-0.6933, 1.5364, -0.9982)  0.354
H (-2.2453, 1.7116, -1.4247)  0.422
H (-1.0707, 1.9311, -2.5850)  0.357
C (1.6689, -0.2207, 2.8622)  -0.974
C (1.0493, -0.8945, 1.6296)  0.725
O (1.0875, -2.0902, 1.5102)  -0.593
O (0.5386, -0.1683, 0.6736)  -0.422
H (1.8844, 0.9214, 2.5878)  0.225
H (2.4856, -0.6731, 3.1721)  0.373
H (0.9401, -0.3200, 3.5575)  0.278
H (0.1571, -0.5101, -0.1967)  0.482


#x
Below is a 2-piece molecular cluster, C4H9NO2 overall, with properties calculated with ωB97M-V/def2-TZVPD.

Frontier orbital gap: 9.63 eV
Total charge: 0
SMILES: C=C(C)N.O=CO
Highest occupied orbital energy: -8.79 eV
LUMO: 0.843 eV

Last column: Mulliken charge in e.
Cartesian coordinates (Å):
C (-1.8605, -0.7909, -0.0365)  -1.072
C (-0.6132, -0.7502, 0.4301)  0.952
C (-0.2355, -0.1870, 1.7701)  -1.277
N (0.4772, -1.2607, -0.3133)  -0.655
H (-2.1252, -1.2133, -0.9969)  0.262
H (-2.6552, -0.3718, 0.5594)  0.272
H (-0.9911, 0.4815, 2.1659)  0.363
H (0.0192, -0.9732, 2.4806)  0.342
H (0.6692, 0.4047, 1.5976)  0.340
H (1.1949, -1.6362, 0.2913)  0.234
H (0.2183, -1.9288, -1.0193)  0.208
O (0.5860, 2.2355, -0.3471)  -0.456
C (1.1234, 2.0578, -1.3956)  0.132
O (1.6134, 0.9028, -1.8309)  -0.466
H (1.3196, 2.8483, -2.1196)  0.366
H (1.2594, 0.1813, -1.2359)  0.455


Stability, highest: #x


#w
Below is the molecule C4H9NO2, with properties calculated with ωB97M-V/def2-TZVPD.

Frontier orbital gap: 10.57 eV
Total charge: 0
SMILES: C[C@@H](O)CNC=O
Highest occupied orbital energy: -9.83 eV
LUMO: 0.748 eV

Last column: Mulliken charge in e.
Cartesian coordinates (Å):
C (-2.0034, -0.8273, -0.3415)  -1.429
C (-0.6186, -0.2044, -0.4580)  0.705
O (-0.7675, 1.0607, -1.0400)  -0.579
C (0.1051, -0.1167, 0.8854)  -0.990
N (1.5471, -0.0753, 0.7021)  -0.203
C (2.1925, 0.9520, 0.0789)  0.100
O (1.6583, 1.9588, -0.3671)  -0.599
H (-1.9241, -1.8699, -0.0173)  0.382
H (-2.4897, -0.7945, -1.3202)  0.349
H (-2.6470, -0.2883, 0.3666)  0.337
H (0.0558, -0.9057, -1.0621)  0.134
H (0.0560, 1.5662, -0.8795)  0.440
H (-0.2001, 0.7520, 1.4726)  0.330
H (-0.0950, -1.0254, 1.4662)  0.344
H (1.8450, -1.0160, 0.4629)  0.297
H (3.2856, 0.8338, 0.0509)  0.384


#x
Below is the molecule C4H9NO2, with properties calculated with ωB97M-V/def2-TZVPD.

Frontier orbital gap: 10.37 eV
Total charge: 0
SMILES: C[C@@H](O)CNC=O
Highest occupied orbital energy: -9.57 eV
LUMO: 0.798 eV

Last column: Mulliken charge in e.
Cartesian coordinates (Å):
C (1.0649, -1.7816, 0.6020)  -1.292
C (0.0983, -0.6367, 0.7490)  0.493
O (0.5992, 0.3726, 1.6777)  -0.564
C (-0.0058, 0.1314, -0.5772)  -0.799
N (-0.7590, 1.3495, -0.4115)  -0.111
C (-1.5093, 1.8250, -1.4563)  -0.024
O (-1.5136, 1.2612, -2.5371)  -0.567
H (0.5225, -2.6382, 0.1972)  0.301
H (1.6203, -2.0253, 1.5056)  0.405
H (1.8842, -1.5322, -0.0792)  0.361
H (-0.9092, -0.7845, 1.1292)  0.284
H (1.0159, -0.0127, 2.4328)  0.278
H (0.9856, 0.3868, -0.9915)  0.277
H (-0.3202, -0.5138, -1.3939)  0.391
H (-0.6577, 1.8894, 0.4229)  0.201
H (-2.1162, 2.7092, -1.2698)  0.365


#y
Below is the molecule C4H9NO2, with properties calculated with ωB97M-V/def2-TZVPD.

Frontier orbital gap: 9.86 eV
Total charge: 0
SMILES: C[C@H](O)[C@@H](N)C=O
Highest occupied orbital energy: -9.07 eV
LUMO: 0.790 eV

Last column: Mulliken charge in e.
Cartesian coordinates (Å):
C (-1.2021, 1.6031, 0.9718)  -1.192
C (-0.0083, 0.8942, 0.3257)  -0.320
O (-0.1255, 1.1771, -1.1287)  -0.591
C (-0.0278, -0.6099, 0.4052)  0.342
N (-1.3380, -1.1726, 0.1265)  -0.549
C (1.1124, -1.1201, -0.5255)  -0.151
O (2.2422, -1.0026, -0.1325)  -0.476
H (-2.0680, 1.2878, 0.3882)  0.328
H (-0.9775, 2.6444, 1.1492)  0.319
H (-1.5107, 1.0619, 1.8782)  0.348
H (0.9631, 1.3524, 0.4669)  0.480
H (-1.0079, 1.2012, -1.5230)  0.331
H (0.2995, -0.9533, 1.3948)  0.410
H (-1.7156, -0.8377, -0.7271)  0.154
H (-1.4287, -2.1438, 0.3782)  0.238
H (0.8790, -1.4674, -1.5459)  0.330


#z
Below is a 2-piece molecular cluster, C4H9NO2 overall, with properties calculated with ωB97M-V/def2-TZVPD.

Frontier orbital gap: 9.39 eV
Total charge: 0
SMILES: C=C=O.NCCO
Highest occupied orbital energy: -8.65 eV
LUMO: 0.733 eV

Last column: Mulliken charge in e.
Cartesian coordinates (Å):
C (0.9479, -2.6454, 0.2584)  -0.891
C (1.8103, -1.9125, 0.9405)  0.963
O (2.6494, -1.3968, 1.5769)  -0.417
H (0.1765, -2.2153, -0.3677)  0.075
H (1.0705, -3.7179, 0.3384)  0.273
N (0.6076, 0.1861, 0.2767)  -0.466
C (-0.7197, 0.2093, -0.2813)  -0.764
C (-1.1796, 1.5787, -0.7445)  -0.463
O (-1.1155, 2.4297, 0.3810)  -0.498
H (0.6128, 0.6968, 1.1514)  0.262
H (1.2899, 0.6540, -0.3118)  0.208
H (-0.7860, -0.4987, -1.1184)  0.368
H (-1.4042, -0.1579, 0.4900)  0.396
H (-0.5200, 1.9138, -1.5624)  0.327
H (-2.2005, 1.5203, -1.1520)  0.334
H (-1.3142, 3.3317, 0.1131)  0.294


Stability, highest: #w